ORCA calculation (the ωB97M-V functional and the def2-TZVPD basis) on a structure of composition H14O7Pd at a distorted geometry.

```
! wB97M-V def2-TZVPD RIJCOSX def2/J DEFGRID3
* xyz 2 3
Pd 0.11 -0.36 -0.62
O 0.15 -1.02 -2.18
H -0.71 -1.29 -2.54
H 0.77 -0.72 -2.87
O -1.37 1.58 -2.24
H -2.29 1.76 -2.24
H -0.96 2.34 -1.89
O 0.98 -1.28 0.55
H 1.26 -2.22 0.43
H 1.64 -0.98 1.16
O -1.37 -0.10 0.10
H -1.76 0.77 0.26
H -1.91 -0.78 0.54
O -0.25 -1.81 2.87
H 0.42 -2.46 2.97
H 0.08 -1.41 2.06
O 1.07 1.06 -0.85
H 1.38 1.36 -1.69
H 1.83 1.38 -0.32
O 0.47 1.06 1.98
H 0.85 1.94 2.09
H -0.38 1.17 2.42
*
```

Results
HOMO (alpha / beta)   -17.606 / -17.315 eV
⟨S²⟩   2.002
Kohn-Sham gap (alpha / beta)   10.01 / 8.65 eV